Record 1
{
  "formula": "C3H8NO2",
  "method": "wB97M-V/def2-TZVPD",
  "symbols": ["C", "C", "C", "O", "O", "N", "H", "H", "H", "H", "H", "H", "H", "H"],
  "positions_angstrom": [[-0.5070, -0.4227, 0.6078], [0.3960, 0.0737, -0.5250], [1.7651, 0.3707, 0.0520], [2.1312, 1.6777, -0.1032], [2.3779, -0.4085, 0.7041], [-1.9073, -0.5791, 0.0722], [-0.2220, -1.4087, 0.9636], [-0.5286, 0.3643, 1.3434], [-0.0462, 0.9834, -0.9339], [0.4809, -0.6386, -1.3519], [2.8931, 1.7640, -0.6976], [-2.5780, -0.7331, 0.8349], [-2.0081, -1.3348, -0.6064], [-2.2470, 0.2917, -0.3599]],
  "forces_ev_per_a": [[0.33, -0.20, -1.25], [-0.58, -0.02, -0.09], [0.10, 0.72, 0.34], [-0.16, -0.21, -0.78], [0.13, -0.50, -0.10], [-0.88, 0.71, 0.42], [0.19, 0.24, 0.40], [-0.18, -0.18, 0.66], [0.18, 0.10, -0.01], [0.11, -0.11, 0.21], [0.17, 0.04, 0.45], [0.19, -0.33, -0.07], [0.11, -0.04, -0.01], [0.30, -0.23, -0.16]],
  "mulliken_charge": [-0.556, -0.537, 0.321, -0.451, -0.434, -0.302, 0.319, 0.364, 0.425, 0.390, 0.371, 0.371, 0.352, 0.365],
  "mol_weight_da": 90.102,
  "e_above_lowest_ev": 1.0893,
  "orbital_gap_ev": 10.520,
  "total_charge": 1,
  "energy_ha": -324.087242,
  "max_force_ev_per_a": 1.31,
  "smiles": "[NH3+]CCC(=O)O",
  "homo_energy_ev": -14.610
}

Record 2
{
  "formula": "C3H7NOS",
  "method": "wB97M-V/def2-TZVPD",
  "symbols": ["C", "C", "C", "H", "H", "H", "H", "H", "H", "H", "N", "O", "S"],
  "positions_angstrom": [[0.6012, -0.5144, -1.5131], [0.5901, -1.2090, -0.1295], [0.2541, 0.6225, 1.2644], [0.0300, 0.5279, -1.3497], [0.0301, -1.1413, -2.3377], [1.6867, -0.4777, -1.7203], [1.2081, -2.0835, -0.0983], [-0.3413, -1.5487, 0.2628], [0.6774, 1.2319, 1.9774], [-2.9645, 1.9814, 0.5603], [-0.9560, 0.7408, 0.8271], [1.0774, -0.3282, 0.8298], [-1.8934, 2.1982, 1.4268]],
  "forces_ev_per_a": [[-1.94, 0.05, 0.02], [-0.81, -0.28, -1.15], [-2.95, -0.67, -1.88], [1.66, -2.33, -0.81], [1.26, 1.28, 1.73], [-0.72, 0.65, -0.52], [0.76, -0.30, -0.15], [-1.23, -0.16, -0.39], [1.21, 1.35, 1.55], [1.10, 0.11, 0.81], [0.33, 1.24, 0.76], [1.08, 0.93, 1.25], [0.26, -1.86, -1.21]],
  "mulliken_charge": [-0.773, -0.424, 0.145, 0.254, 0.264, 0.255, 0.313, 0.387, 0.481, 0.167, -0.494, -0.371, -0.204],
  "mol_weight_da": 105.162,
  "e_above_lowest_ev": 2.4326,
  "orbital_gap_ev": 9.594,
  "energy_ha": -646.622580,
  "max_force_ev_per_a": 3.56,
  "smiles": "CCO/C=N/S",
  "homo_energy_ev": -8.770
}